The following is a quantum chemistry calculation of 6 unconnected molecules or ions with the total composition C44H66O9 in a non-equilibrium geometry, from the Open Molecules 2025 dataset.

Highest occupied orbital energy in eV: -8.5
Gap between HOMO and LUMO in eV: 6.911
DFT total energy in eV: -65101.456
SMILES string: CC(=O)OCCCCCCCCc1ccc2c(c1)C(=O)c1ccccc1C2=O.C1CCOC1.C1CCOC1.C1CCOC1.C1CCOC1.C1CCOC1

Each line ends with the Löwdin charge.
Atoms and positions in Å:
C  -1.81803  4.81118  0.48567  -0.025
C  -1.86599  6.18883  -0.44831  -0.289
O  -2.82910  7.06491  -0.15237  -0.041
O  -0.82161  6.33832  -1.47256  -0.101
C  -1.22338  7.24383  -2.55970  -0.181
C  -2.11280  6.50768  -3.75472  -0.171
C  -1.48535  5.03918  -4.20839  -0.197
C  -2.54362  3.90403  -3.67114  -0.219
C  -2.22596  2.37521  -4.26759  -0.200
C  -0.78372  1.90700  -3.64402  -0.213
C  -0.43014  0.31616  -3.82589  -0.209
C  -1.57854  -0.71933  -3.28228  -0.184
C  -1.28964  -1.36858  -1.80513  -0.103
C  -2.57004  -2.17897  -1.10240  -0.004
C  -2.49566  -2.93187  0.35531  0.011
C  -1.04888  -2.89024  1.16553  -0.042
C  0.25156  -2.08912  0.51119  -0.027
C  0.12473  -1.33717  -0.97749  0.058
C  1.64545  -2.12399  1.39684  -0.210
O  2.67765  -1.28958  1.24966  -0.051
C  1.79656  -3.31926  2.55223  -0.013
C  3.26708  -3.78195  3.18797  0.014
C  3.35679  -4.99878  4.30843  -0.021
C  2.03054  -5.81934  4.85838  -0.028
C  0.57064  -5.34541  4.28001  0.003
C  0.48189  -4.13889  3.17028  -0.044
C  -0.99628  -3.69509  2.60941  -0.209
O  -2.14813  -4.00051  3.26248  -0.074
H  -2.92232  4.44272  0.60987  0.095
H  -1.42280  5.07635  1.58042  0.104
H  -1.10009  4.00285  0.00482  0.087
H  -1.74445  8.23423  -2.21771  0.116
H  -0.21198  7.57999  -3.09752  0.146
H  -3.24478  6.42040  -3.43931  0.111
H  -2.10159  7.25896  -4.68174  0.121
H  -1.42594  4.96292  -5.39738  0.126
H  -0.44033  4.95514  -3.68865  0.108
H  -2.57160  3.87876  -2.48691  0.109
H  -3.63413  4.26439  -3.99635  0.117
H  -3.14326  1.72212  -3.94767  0.095
H  -2.24229  2.49584  -5.43826  0.111
H  -0.61771  2.24153  -2.51027  0.123
H  0.05156  2.50451  -4.25283  0.120
H  -0.31971  0.11055  -4.99264  0.121
H  0.63464  0.12663  -3.36480  0.100
H  -2.66923  -0.29539  -3.27077  0.102
H  -1.59221  -1.63157  -4.05227  0.131
H  -3.59530  -2.24300  -1.68507  0.095
H  -3.44640  -3.48501  0.81738  0.113
H  1.06434  -0.80454  -1.42737  0.094
H  4.25081  -3.22608  2.82896  0.103
H  4.39738  -5.34295  4.76983  0.089
H  2.05805  -6.70475  5.63632  0.087
H  -0.45393  -5.85858  4.60994  0.110
C  4.96541  -9.98870  5.94544  -0.180
C  6.15006  -9.11663  6.27228  -0.179
C  5.81573  -7.83850  5.53455  -0.205
O  4.38541  -7.73566  5.50741  -0.188
C  3.83027  -8.98844  5.93119  -0.212
H  4.80812  -10.80181  6.65860  0.117
H  5.09062  -10.42623  4.94783  0.119
H  6.18429  -8.92699  7.35161  0.119
H  7.10877  -9.54552  5.96986  0.117
H  6.16793  -7.87397  4.49819  0.121
H  6.23942  -6.95294  6.01697  0.120
H  3.41393  -8.84684  6.93450  0.119
H  3.02150  -9.28075  5.25580  0.120
C  -3.07991  12.50433  0.09211  -0.186
C  -2.78555  11.18385  0.75576  -0.178
C  -2.31655  10.34092  -0.41007  -0.224
O  -1.69226  11.23277  -1.34387  -0.143
C  -1.99224  12.58091  -0.95687  -0.210
H  -3.06954  13.35379  0.77970  0.114
H  -4.06336  12.46569  -0.39129  0.117
H  -1.97136  11.30613  1.47979  0.118
H  -3.64411  10.75210  1.27631  0.118
H  -3.15972  9.86141  -0.91848  0.115
H  -1.60509  9.56684  -0.10826  0.110
H  -1.07700  13.02231  -0.54757  0.116
H  -2.29552  13.15783  -1.83487  0.116
C  1.44418  -6.38326  -0.72935  -0.177
C  1.98576  -6.80511  -2.07079  -0.184
C  0.86973  -6.39441  -3.00643  -0.210
O  0.23486  -5.24990  -2.41977  -0.139
C  0.70640  -5.10768  -1.07268  -0.213
H  2.21628  -6.23780  0.03038  0.115
H  0.73736  -7.13629  -0.36098  0.119
H  2.89400  -6.23525  -2.29980  0.117
H  2.22508  -7.86968  -2.13352  0.114
H  0.11657  -7.18422  -3.09760  0.116
H  1.23302  -6.14153  -4.00670  0.116
H  1.37670  -4.24174  -1.04322  0.109
H  -0.13810  -4.91820  -0.40441  0.101
C  -6.11666  1.45220  -7.87759  -0.183
C  -5.55643  2.04338  -9.14541  -0.183
C  -4.66350  3.14354  -8.61441  -0.205
O  -4.18668  2.71037  -7.33295  -0.157
C  -4.94003  1.55750  -6.93223  -0.215
H  -6.48010  0.42800  -7.99336  0.116
H  -6.94510  2.07158  -7.51371  0.118
H  -4.95308  1.29278  -9.66948  0.117
H  -6.32091  2.40995  -9.83513  0.116
H  -5.22335  4.07299  -8.46592  0.118
H  -3.81458  3.34893  -9.27291  0.118
H  -4.28415  0.68416  -7.01667  0.118
H  -5.24819  1.66288  -5.88838  0.115
C  4.11897  -1.54255  8.52654  -0.184
C  4.57225  -0.67414  7.38149  -0.182
C  5.44003  -1.62537  6.58666  -0.207
O  4.90596  -2.94143  6.78636  -0.157
C  3.95215  -2.88871  7.85626  -0.209
H  3.20398  -1.19062  9.00966  0.116
H  4.90854  -1.59812  9.28538  0.116
H  3.70633  -0.36904  6.78218  0.119
H  5.10458  0.22686  7.69664  0.115
H  6.47157  -1.62399  6.95449  0.116
H  5.45018  -1.39035  5.51842  0.116
H  2.95332  -2.99265  7.41855  0.117
H  4.12107  -3.72322  8.54237  0.117

Forces on atoms 1 to 2 (eV/Å):
C 0.710 0.599 -0.298
C -3.274 2.659 1.844